Record 1
ORCA calculation (ωB97M-V/def2-TZVPD) on a molecular structure, C40H90ClF12N5O4P2Zn.

The geometry in ORCA input format:
```
! wB97M-V def2-TZVPD RIJCOSX def2/J DEFGRID3
* xyz 4 1
Zn -9.7220 9.7132 -20.0887
Cl -9.8473 6.1323 -20.1096
O -11.0916 6.0118 -20.8396
O -9.5573 7.4847 -19.7356
O -9.9749 5.3673 -18.8769
O -8.7417 5.5848 -20.8109
C -7.3581 -1.0815 -23.2122
C -8.4880 -0.3722 -22.4767
C -8.1086 -0.1170 -21.0375
N -9.0554 0.7809 -20.2466
C -9.2555 2.0981 -21.0187
C -8.6616 1.0087 -18.8263
C -9.9465 1.3289 -18.0586
C -11.0907 0.9190 -19.0025
C -10.4595 0.1573 -20.1471
H -7.7162 -1.4780 -24.1606
H -6.8418 -1.8891 -22.6923
H -6.5685 -0.3615 -23.4388
H -9.3869 -0.9891 -22.5286
H -8.6599 0.5487 -23.0330
H -7.1299 0.3653 -20.9737
H -7.9814 -1.0543 -20.4936
H -9.8582 1.8980 -21.8976
H -8.2443 2.4780 -21.1491
H -9.7863 2.8380 -20.4194
H -7.8696 1.7551 -18.7734
H -8.1883 0.0364 -18.6740
H -10.0985 2.3542 -17.7184
H -10.0316 0.8119 -17.1017
H -11.5511 1.8052 -19.4414
H -11.8221 0.3359 -18.4477
H -11.0178 0.2566 -21.0741
H -10.4438 -0.9000 -19.8800
C -4.7858 3.7960 -12.1282
C -5.4198 4.1788 -13.4784
C -6.7419 4.8701 -13.2026
N -7.5341 5.2274 -14.4675
C -7.7997 3.9979 -15.2886
C -8.8492 5.9573 -14.0540
C -8.6508 7.3926 -14.5439
C -7.7708 7.2999 -15.7668
C -6.7371 6.2627 -15.3418
H -3.8958 3.1782 -12.2361
H -5.4356 3.2868 -11.4156
H -4.4642 4.7279 -11.6604
H -5.6215 3.3298 -14.1303
H -4.6145 4.8060 -13.8634
H -6.5567 5.7979 -12.6623
H -7.4106 4.2081 -12.6535
H -8.4834 4.2520 -16.1020
H -8.3134 3.2802 -14.6516
H -6.9070 3.6393 -15.7925
H -9.6535 5.4349 -14.5725
H -9.0806 5.8362 -12.9979
H -9.5658 7.9308 -14.7812
H -8.0820 7.9980 -13.8358
H -8.2824 6.9810 -16.6769
H -7.1807 8.1809 -16.0147
H -6.3081 5.6955 -16.1666
H -5.9148 6.7042 -14.7822
C -9.5014 4.2172 -28.1554
C -9.1805 5.1152 -26.9095
C -10.5237 5.2408 -26.1307
N -10.5377 6.4917 -25.1857
C -9.5486 6.3183 -24.0311
C -11.9850 6.7486 -24.6884
C -12.4875 8.0237 -25.3641
C -11.2294 8.8444 -25.5858
C -10.1763 7.8007 -25.9113
H -8.5268 3.9128 -28.5288
H -10.0644 4.8033 -28.8801
H -10.1209 3.3648 -27.8809
H -8.8910 6.1377 -27.1410
H -8.3775 4.5890 -26.3958
H -10.6525 4.4067 -25.4447
H -11.3682 5.4712 -26.7758
H -9.8479 7.2061 -23.4718
H -8.5325 6.3758 -24.4056
H -9.8171 5.4785 -23.3948
H -11.9571 6.8229 -23.5995
H -12.6759 5.9187 -24.8397
H -13.2407 8.4070 -24.6733
H -13.0799 7.7498 -26.2383
H -10.9861 9.3014 -24.6228
H -11.3314 9.6596 -26.2979
H -9.2023 8.2198 -25.6654
H -10.2335 7.6244 -26.9851
C -4.9037 10.4300 -18.6006
C -4.9913 8.9508 -18.9638
C -4.3556 8.7494 -20.3421
N -4.0876 7.2835 -20.7003
C -3.1390 6.7059 -19.7123
C -5.4368 6.5122 -20.8587
C -5.4362 5.7876 -22.1915
C -4.5382 6.7083 -23.0066
C -3.4137 7.1709 -22.0918
H -5.5030 11.0854 -19.2370
H -3.8987 10.8507 -18.6055
H -5.3190 10.6255 -17.6107
H -5.9706 8.4991 -18.7966
H -4.3939 8.4880 -18.1736
H -3.3549 9.1784 -20.2883
H -4.9013 9.1821 -21.1797
H -2.9083 5.6661 -19.9551
H -3.4471 6.6153 -18.6725
H -2.1790 7.2197 -19.7406
H -5.4201 5.7735 -20.0582
H -6.2731 7.2056 -20.8415
H -5.0442 4.7700 -22.2064
H -6.4993 5.7398 -22.4286
H -4.0395 6.3349 -23.9031
H -5.1647 7.5145 -23.3978
H -2.7279 6.3360 -21.9659
H -2.9190 8.0980 -22.3671
C -18.0447 2.8242 -17.6295
C -17.0860 3.4828 -18.6696
C -15.9911 4.1866 -17.9114
N -14.9349 4.9831 -18.7303
C -14.4235 4.1053 -19.8701
C -13.6972 5.5449 -17.9097
C -13.6232 6.9621 -18.3917
C -15.0214 7.4398 -18.5621
C -15.5720 6.2468 -19.3375
H -17.9562 1.7348 -17.6233
H -19.1206 2.8629 -17.8059
H -17.8997 3.1294 -16.5927
H -17.6511 4.2037 -19.2601
H -16.6903 2.6212 -19.2016
H -15.3627 3.3709 -17.5447
H -16.2439 4.8763 -17.1085
H -15.2782 4.0692 -20.5448
H -14.2174 3.0789 -19.5732
H -13.5620 4.5836 -20.3308
H -12.7611 5.0028 -18.0259
H -14.1273 5.4162 -16.9160
H -13.0185 7.0602 -19.2943
H -13.0860 7.4762 -17.5886
H -14.9810 8.3528 -19.1529
H -15.4863 7.6070 -17.5919
H -15.3523 6.2685 -20.4033
H -16.6436 6.0692 -19.2542
P -9.2099 10.6663 -17.5394
F -9.0257 9.8070 -16.2172
F -7.9489 11.5933 -17.2937
F -8.4171 9.5632 -18.4244
F -9.5947 11.3887 -18.9587
F -10.5561 9.7670 -18.0381
F -10.2059 11.6367 -16.7541
P -8.3882 10.2222 -22.4249
F -9.7513 9.3836 -22.1304
F -9.1094 11.3616 -21.5048
F -7.8523 9.5065 -21.0479
F -6.9957 11.0413 -22.5415
F -7.6699 9.0235 -23.1583
F -8.9695 10.8332 -23.7607
*
```

The HOMO energy comes out at -19.02 eV. The value obtained for the frontier orbital gap is 10.79 eV. As for the electronic energy: -6272.29956 Ha.

Löwdin atomic charge list, values in e, 99 entries: Zn 0.9371; Cl 0.6461; O -0.3439; O -0.3597; O -0.3621; O -0.3297; C -0.0809; C -0.2368; C -0.1282; N -0.2549; C 0.0407; C -0.0844; C -0.1257; C -0.1493; C -0.0890; H 0.0907; H 0.0903; H 0.0835; H 0.1211; H 0.1042; H 0.1418; H 0.1457; H 0.1016; H 0.1131; H 0.0889; H 0.1379; H 0.1388; H 0.1028; H 0.1232; H 0.0996; H 0.1299; H 0.1344; H 0.1511; C -0.0801; C -0.2305; C -0.1276; N -0.2285; C -0.0032; C -0.0516; C -0.1409; C -0.1754; C -0.0717; H 0.0881; H 0.0854; H 0.0879; H 0.1003; H 0.1159; H 0.1478; H 0.1397; H 0.0948; H 0.1189; H 0.0946; H 0.1241; H 0.1370; H 0.1196; H 0.1370; H 0.1141; H 0.1149; H 0.1203; H 0.1349; C -0.0681; C -0.2070; C -0.0918; N -0.2238; C 0.0219; C -0.0952; C -0.1408; C -0.1311; C -0.0981; H 0.0822; H 0.0843; H 0.0797; H 0.0941; H 0.1060; H 0.1290; H 0.1353; H 0.0781; H 0.1037; H 0.0902; H 0.1147; H 0.1320; H 0.1264; H 0.1265; H 0.1006; H 0.1408; H 0.1343; H 0.1358; C -0.0823; C -0.2283; C -0.1018; N -0.2324; C -0.0108; C -0.0765; C -0.1447; C -0.1484; C -0.0570; H 0.0842; H 0.0921; H 0.0768

=====

Record 2
ORCA calculation (ωB97M-V/def2-TZVPD) on a molecular structure, C5H6LiO4Y.

The geometry in ORCA input format:
```
! wB97M-V def2-TZVPD RIJCOSX def2/J DEFGRID3
* xyz 3 2
O -2.5254 0.5694 1.3166
C -1.6325 0.4719 0.5033
O -1.5350 -0.0661 -0.5962
O -0.3578 1.0014 1.0518
C 0.7202 0.9319 0.3715
C 2.0087 1.0578 0.9824
Li -4.2423 -0.0161 1.6659
H 0.6201 0.6547 -0.6874
H 1.9536 1.3952 2.0221
H 2.5447 1.8141 0.3783
Y -1.9101 -2.0290 -1.8787
C 2.9659 -0.3964 0.8446
C 2.8115 -1.0734 -0.4712
O 2.0474 -1.9996 -0.6660
H 2.6883 -1.0700 1.6628
H 3.3130 -0.5914 -1.3371
H 4.0143 -0.0863 0.9677
*
```

The HOMO energy (alpha / beta) comes out at -19.39 / -19.57 eV. The value obtained for the frontier orbital gap (alpha / beta) is 6.40 / 6.65 eV. As for the electronic energy: -539.79129 Ha. The calculation puts the relative energy (zero: lowest compared OMol25 entry of this formula, charge and spin) at 0.000 eV.

Let us look at the Löwdin charges, expressed in e, one per atom: O 0.0653; C -0.5834; O -0.0957; O 0.1915; C 0.0071; C 0.0020; Li 0.9066; H 0.1651; H 0.1497; H 0.1676; Y 1.8327; C -0.0074; C -0.2600; O 0.0363; H 0.1322; H 0.1514; H 0.1388

=====

Record 3
ORCA calculation (ωB97M-V/def2-TZVPD) on 11 unconnected molecules or ions with the total composition C76H71NO22.

The geometry in ORCA input format:
```
! wB97M-V def2-TZVPD RIJCOSX def2/J DEFGRID3
* xyz 0 1
C 2.2808 -6.7738 6.3886
O 3.3904 -6.4943 5.5642
C 3.0640 -5.8992 4.3200
C 3.7318 -4.5262 4.1782
C 3.9239 -4.1527 2.7078
C 4.6164 -2.8036 2.4821
C 3.8281 -1.5759 2.9748
C 2.8193 -1.0672 1.9387
C 3.3942 -0.1841 0.8182
C 4.2780 0.9965 1.2625
C 3.6413 2.3586 0.9359
C 4.4167 3.5255 1.5809
C 4.5864 4.7134 0.6235
C 5.3698 5.8786 1.2211
C 6.8583 5.6655 1.5673
C 7.0090 6.4104 2.9301
N 5.8671 7.3613 3.0165
C 4.7953 6.5854 2.4360
O 3.6846 6.5152 2.8811
H 1.5299 -7.3813 5.8646
H 1.7955 -5.8651 6.7625
H 2.6427 -7.3553 7.2409
H 1.9750 -5.8095 4.2070
H 3.4154 -6.5663 3.5208
H 4.7069 -4.5844 4.6696
H 3.0955 -3.8023 4.6982
H 4.5787 -4.9214 2.2742
H 2.9775 -4.2159 2.1511
H 5.5657 -2.8359 3.0341
H 4.8879 -2.6816 1.4277
H 4.5242 -0.8054 3.3108
H 3.2661 -1.8726 3.8684
H 1.9668 -0.5766 2.4237
H 2.4009 -1.9667 1.4592
H 2.5397 0.2601 0.2889
H 3.9068 -0.7959 0.0662
H 4.4934 0.9922 2.3323
H 5.2278 0.9418 0.7161
H 2.6412 2.3478 1.3826
H 3.5471 2.5043 -0.1470
H 5.4067 3.1817 1.9044
H 3.8603 3.8737 2.4581
H 3.6137 5.0849 0.2813
H 5.1394 4.3626 -0.2551
H 5.3362 6.6739 0.4572
H 7.0571 4.5935 1.6400
H 7.5138 6.0942 0.8060
H 7.9108 7.0110 3.0421
H 6.9043 5.6514 3.7085
H 6.1019 8.1317 2.3969
O 6.2918 4.4360 -2.1348
C 6.1198 4.7542 -3.2954
C 4.8302 4.4976 -3.9805
C 4.6460 4.8448 -5.2515
C 5.7257 5.5019 -6.0346
O 5.5584 5.8172 -7.1910
C 7.0164 5.7554 -5.3438
C 7.1985 5.4097 -4.0721
H 4.0597 4.0191 -3.3885
H 3.7142 4.6714 -5.7750
H 7.7884 6.2324 -5.9339
H 8.1294 5.5797 -3.5455
O 9.6119 3.1869 -1.3827
C 9.0540 2.1848 -0.9890
C 7.7440 1.7629 -1.5433
C 7.1316 0.6639 -1.1103
C 7.7295 -0.1885 -0.0538
O 7.1705 -1.1890 0.3409
C 9.0412 0.2336 0.5019
C 9.6550 1.3317 0.0681
H 7.3213 2.3946 -2.3062
H 6.1738 0.3403 -1.4991
H 9.4599 -0.4019 1.2720
H 10.6109 1.6570 0.4586
O -0.8212 -6.3072 7.2992
C -1.3789 -7.3118 7.6841
C -1.0396 -7.9215 8.9951
C -1.6458 -9.0261 9.4207
C -2.6885 -9.6965 8.6032
O -3.2417 -10.7019 8.9923
C -3.0263 -9.0873 7.2923
C -2.4207 -7.9823 6.8658
H -0.2772 -7.4155 9.5738
H -1.4147 -9.4883 10.3720
H -3.7873 -9.5941 6.7128
H -2.6500 -7.5227 5.9125
O -3.6963 4.5077 2.1804
C -2.6118 3.9941 2.3532
C -2.4811 2.6746 3.0174
C -1.2920 2.1100 3.1973
C -0.0497 2.7752 2.7418
O 1.0356 2.2510 2.8918
C -0.1751 4.1015 2.0902
C -1.3652 4.6663 1.9086
H -3.4021 2.2006 3.3314
H -1.1715 1.1433 3.6704
H 0.7492 4.5716 1.7761
H -1.4861 5.6316 1.4338
O 0.1306 -2.5442 -2.5256
C -0.3673 -1.5938 -1.9596
C 0.3279 -0.9251 -0.8314
C -0.2207 0.1084 -0.1986
C -1.5468 0.6372 -0.6040
O -2.0416 1.5899 -0.0361
C -2.2410 -0.0279 -1.7334
C -1.6933 -1.0644 -2.3630
H 1.2947 -1.3276 -0.5571
H 0.2690 0.6110 0.6285
H -3.2028 0.3791 -2.0179
H -2.1782 -1.5631 -3.1925
O -1.6410 -6.3135 2.8415
C -1.8874 -6.0161 1.6924
C -3.1686 -6.4050 1.0505
C -3.4383 -6.0753 -0.2097
C -2.4666 -5.3015 -1.0273
O -2.7147 -4.9913 -2.1744
C -1.1844 -4.9166 -0.3869
C -0.9188 -5.2468 0.8744
H -3.8616 -6.9659 1.6645
H -4.3689 -6.3515 -0.6912
H -0.4881 -4.3514 -0.9943
H 0.0077 -4.9736 1.3641
O -6.8557 -1.8107 -4.1848
C -6.9159 -2.8864 -3.6253
C -5.7272 -3.7704 -3.5311
C -5.7984 -4.9519 -2.9260
C -7.0643 -5.4293 -2.3156
O -7.1122 -6.5052 -1.7530
C -8.2499 -4.5489 -2.4125
C -8.1824 -3.3683 -3.0213
H -4.8119 -3.4017 -3.9772
H -4.9442 -5.6091 -2.8472
H -9.1635 -4.9216 -1.9678
H -9.0321 -2.7072 -3.1026
O -10.3824 -2.8120 -10.2370
C -10.3130 -3.0725 -9.0564
C -11.5366 -3.2473 -8.2324
C -11.4599 -3.5313 -6.9354
C -10.1491 -3.6878 -6.2584
O -10.0785 -3.9481 -5.0747
C -8.9260 -3.5127 -7.0796
C -9.0019 -3.2282 -8.3765
H -12.4808 -3.1295 -8.7484
H -12.3371 -3.6624 -6.3146
H -7.9807 -3.6266 -6.5642
H -8.1241 -3.0955 -8.9958
O -4.6912 8.3499 2.4262
C -5.5103 8.1230 1.5621
C -5.8591 6.7334 1.1709
C -6.7568 6.4948 0.2173
C -7.4466 7.5996 -0.4920
O -8.2652 7.3815 -1.3598
C -7.0976 8.9887 -0.0989
C -6.2010 9.2312 0.8529
H -5.3452 5.9397 1.6974
H -7.0269 5.4914 -0.0867
H -7.6128 9.7792 -0.6297
H -5.9305 10.2347 1.1563
O -0.2549 5.5076 -5.7715
C -0.9630 4.5707 -5.4736
C -0.8964 3.9565 -4.1235
C -1.6670 2.9233 -3.7972
C -2.6284 2.3401 -4.7686
O -3.3253 1.3942 -4.4690
C -2.6997 2.9577 -6.1160
C -1.9279 3.9912 -6.4424
H -0.1904 4.3979 -3.4313
H -1.6354 2.4630 -2.8179
H -3.4077 2.5177 -6.8065
H -1.9607 4.4568 -7.4191
*
```

The HOMO energy comes out at -9.36 eV. The value obtained for the frontier orbital gap is 7.48 eV. As for the electronic energy: -4648.29485 Ha. As for the SMILES: COCCCCCCCCCCC[C@@H]1CCNC1=O.O=C1C=CC(=O)C=C1.O=C1C=CC(=O)C=C1.O=C1C=CC(=O)C=C1.O=C1C=CC(=O)C=C1.O=C1C=CC(=O)C=C1.O=C1C=CC(=O)C=C1.O=C1C=CC(=O)C=C1.O=C1C=CC(=O)C=C1.O=C1C=CC(=O)C=C1.O=C1C=CC(=O)C=C1.

Löwdin atomic charge list, values in e, 99 entries: C -0.1253; O -0.1918; C -0.2406; C -0.1766; C -0.2178; C -0.2042; C -0.1947; C -0.1983; C -0.1959; C -0.1851; C -0.1982; C -0.1813; C -0.1642; C -0.2500; C -0.1202; C -0.1706; N 0.0282; C -0.4265; O 0.1273; H 0.0835; H 0.0820; H 0.0872; H 0.1203; H 0.1211; H 0.1225; H 0.1071; H 0.1139; H 0.1050; H 0.1123; H 0.1022; H 0.0982; H 0.0982; H 0.1036; H 0.0963; H 0.0710; H 0.1070; H 0.1072; H 0.0836; H 0.0761; H 0.1112; H 0.1057; H 0.1117; H 0.1214; H 0.0846; H 0.1528; H 0.1001; H 0.1094; H 0.1119; H 0.1154; H 0.1179; O 0.0679; C -0.3716; C 0.0257; C 0.0292; C -0.3825; O 0.1164; C 0.0269; C 0.0290; H 0.1205; H 0.1233; H 0.1238; H 0.1257; O 0.1034; C -0.3785; C 0.0250; C 0.0132; C -0.3899; O 0.1019; C 0.0257; C 0.0223; H 0.0951; H 0.1225; H 0.1223; H 0.1214; O 0.0981; C -0.3814; C 0.0211; C 0.0197; C -0.3882; O 0.1065; C 0.0206; C 0.0260; H 0.1222; H 0.1216; H 0.1215; H 0.1202; O 0.0971; C -0.3711; C 0.0191; C 0.0144; C -0.3814; O 0.0830; C 0.0335; C 0.0329; H 0.1248; H 0.1244; H 0.1222; H 0.1253; O 0.0987